This record from OMol25 describes a 7-piece molecular cluster, C23H46Cl2N2O16S overall at a distorted geometry. The level of theory is the ωB97M-V functional and the def2-TZVPD basis.

Structure (SMILES): C[C@H](Cl)[C@@H](Cl)C1=C(CCSc2nnco2)C(=O)OC1=O.OCCO.OCCO.OCCO.OCCO.OCCO.OCCO
DFT total energy: -3535.78310 Ha

Last column: Mulliken charge in e.
Geometry (Å):
C 2.641 3.791 1.254  -0.853
C 1.721 3.628 0.049  0.047
Cl 1.598 5.265 -0.702  -0.119
C 0.316 3.083 0.462  0.403
Cl -0.978 3.974 -0.436  -0.047
C 0.127 1.588 0.230  0.033
C 1.024 0.585 0.264  0.412
C 2.474 0.496 0.581  -1.156
C 2.665 0.290 2.091  -0.321
S 4.362 -0.238 2.519  -0.331
C 5.337 0.297 1.181  0.623
N 5.494 -0.334 0.070  -0.173
N 6.370 0.423 -0.698  -0.463
C 6.676 1.438 0.026  0.001
O 6.073 1.449 1.225  -0.265
C 0.304 -0.702 -0.019  -0.321
O 0.830 -1.771 -0.153  -0.585
O -1.019 -0.470 -0.051  -0.220
C -1.213 0.918 0.011  -0.074
O -2.313 1.330 -0.090  -0.534
H 3.068 2.857 1.607  -0.011
H 3.463 4.444 0.973  0.074
H 2.094 4.297 2.050  0.457
H 2.127 3.007 -0.742  0.363
H 0.115 3.324 1.504  0.406
H 3.060 1.330 0.207  0.658
H 2.854 -0.399 0.086  0.893
H 2.367 1.173 2.648  0.725
H 2.009 -0.527 2.378  -0.063
H 7.357 2.204 -0.303  0.444
O -2.779 5.352 -2.731  -0.476
C -4.026 5.935 -3.107  -0.482
C -4.852 6.240 -1.876  -0.283
O -4.149 7.105 -0.999  -0.502
H -2.953 4.462 -2.402  0.275
H -3.780 6.859 -3.629  0.259
H -4.570 5.275 -3.790  0.316
H -5.785 6.731 -2.151  0.316
H -5.091 5.306 -1.349  0.238
H -3.226 6.822 -1.022  0.336
O -0.464 -4.760 0.775  -0.635
C -1.780 -4.212 0.867  0.774
C -2.423 -4.169 -0.501  -0.367
O -2.479 -5.478 -1.054  -0.575
H 0.099 -4.122 0.320  0.398
H -2.351 -4.871 1.515  0.001
H -1.728 -3.209 1.308  -0.499
H -3.442 -3.785 -0.440  0.396
H -1.840 -3.522 -1.169  0.128
H -1.650 -5.909 -0.804  0.375
O 7.259 7.456 -0.306  -0.531
C 6.947 6.790 -1.529  -0.544
C 6.316 5.444 -1.245  -0.194
O 5.151 5.596 -0.452  -0.487
H 7.998 6.998 0.108  0.314
H 6.234 7.430 -2.046  0.295
H 7.842 6.683 -2.150  0.324
H 6.026 4.950 -2.173  0.321
H 7.036 4.806 -0.713  0.137
H 5.349 6.302 0.178  0.324
O -4.291 -5.887 2.302  -0.542
C -5.710 -5.820 2.125  -0.489
C -6.375 -7.026 2.750  -0.326
O -6.065 -7.117 4.131  -0.508
H -3.960 -6.597 1.739  0.293
H -6.032 -4.911 2.632  0.304
H -5.957 -5.742 1.062  0.295
H -7.459 -6.955 2.657  0.323
H -6.041 -7.940 2.240  0.273
H -5.139 -6.859 4.220  0.336
O -2.574 -1.449 3.812  -0.557
C -1.304 -1.675 4.425  -0.781
C -0.196 -1.272 3.472  -0.012
O -0.356 0.087 3.082  -0.423
H -2.682 -2.098 3.107  0.339
H -1.281 -1.050 5.317  0.379
H -1.202 -2.723 4.722  0.348
H 0.780 -1.397 3.941  0.356
H -0.245 -1.891 2.565  0.070
H -1.309 0.239 3.009  0.360
O -0.663 -3.623 -5.937  -0.545
C -1.053 -3.964 -4.604  -0.350
C -1.354 -5.443 -4.501  -0.031
O -0.225 -6.212 -4.890  -0.530
H -1.440 -3.695 -6.501  0.333
H -0.203 -3.710 -3.971  0.223
H -1.917 -3.367 -4.295  0.264
H -1.610 -5.711 -3.477  0.033
H -2.203 -5.696 -5.151  0.259
H 0.175 -5.749 -5.637  0.353